1.
Here is a cluster of 15 separate species, C44H87BCl14F4NO11S3 in total at a distorted geometry from OMol25. Energies are from ωB97M-V/def2-TZVPD.

Geometry as XYZ:
```
165
Properties=species:S:1:pos:R:3:forces:R:3
H -3.827 0.799 -1.348 -0.007 0.149 -0.048
H 0.355 -1.479 2.488 0.009 0.552 -0.809
O -6.654 -6.356 0.774 -0.422 0.278 0.122
C 2.335 -1.470 -0.411 1.465 -0.653 -0.550
H -2.027 2.097 -6.922 -0.232 -0.326 0.192
C 7.356 1.539 0.232 1.722 -0.664 -0.777
C -1.481 -4.449 -4.462 -0.034 -0.310 0.336
H -3.390 1.888 -4.520 -0.038 -0.211 -0.597
C -5.451 2.889 -1.017 -0.674 -0.639 -0.925
H -4.467 2.864 -1.483 0.319 0.290 0.436
H 8.285 0.479 -1.319 -0.209 0.141 -0.548
H 2.793 -1.926 -1.289 0.153 -0.114 -0.017
H -6.361 2.696 0.968 0.004 -0.133 0.033
C 1.915 0.056 -2.351 -1.391 -1.465 -0.215
C 0.647 -0.435 -5.817 -0.179 -0.987 0.487
C -2.290 -0.778 3.498 -2.706 -0.258 0.870
C -4.974 -3.317 1.204 1.178 0.922 -0.570
H -2.680 3.703 -6.926 -0.136 0.016 0.359
H -1.064 2.306 2.984 0.499 0.031 0.208
C 5.367 -2.389 6.593 0.565 0.449 -1.615
H 2.499 4.950 -3.264 -0.142 0.538 0.286
H -4.587 -2.868 -0.925 -0.162 -0.112 0.042
C -2.093 -5.636 -3.670 0.076 -0.085 -1.278
C -6.479 -3.991 -0.556 -0.102 -0.222 0.956
H -7.045 -3.063 -0.481 -0.374 -0.156 -0.226
C -6.938 -1.737 -5.268 -0.908 -1.516 0.652
H -3.111 -5.839 -4.004 -0.091 0.517 -0.003
H -0.616 -2.153 -6.297 0.340 0.090 0.035
H 2.972 0.320 -2.370 -0.246 0.432 1.047
H -1.980 -2.880 3.685 0.038 -0.018 -0.128
F 2.838 -5.294 2.076 -0.123 -3.387 -0.006
H -3.761 0.186 -2.987 0.273 -0.142 -0.044
O 7.522 -1.046 5.398 -0.771 -1.040 -0.092
Cl 0.653 3.806 -2.347 0.652 -0.125 -0.098
H 3.219 -0.940 1.533 0.134 -0.247 -0.128
H 1.089 1.596 -0.453 -0.417 -0.125 0.218
H 3.431 1.392 -0.458 0.273 -0.753 -0.684
O 6.220 6.849 4.172 -0.833 -2.481 -1.185
H 5.214 -3.468 6.611 -0.011 0.126 -0.144
H 1.512 6.297 -1.026 -0.412 -0.720 -0.205
H 0.762 -0.052 3.452 -0.641 0.667 -0.283
H -5.393 -4.878 2.647 -0.147 -0.026 0.008
C -5.595 5.108 -0.311 -0.355 -2.529 -0.675
C -0.525 3.087 2.448 0.760 0.302 -0.064
C 2.936 0.787 0.302 0.242 0.726 0.120
N 1.334 -0.476 -0.975 1.328 0.631 -0.409
Cl -2.170 -5.400 -1.931 0.265 0.215 0.351
O -1.324 -0.259 2.800 2.673 1.552 -1.010
Cl -2.001 -4.627 -6.177 -0.184 0.116 -0.028
H 2.754 3.792 4.378 -0.170 -0.193 -0.206
H 3.310 -2.342 6.020 -0.140 0.381 -0.347
H -0.896 0.489 -1.985 -0.823 0.300 -0.365
H 4.367 -0.718 0.168 -0.088 -0.839 0.167
C 4.310 -0.585 5.091 1.171 -2.155 -0.873
H 2.787 -2.941 -5.025 -0.020 0.859 -0.345
H -4.613 2.314 0.910 0.107 0.532 0.319
C -0.029 -0.763 3.214 0.033 -2.035 -0.371
H 3.084 3.807 -2.104 -0.325 -0.190 0.219
C -6.128 4.195 -1.423 0.952 0.472 0.569
H -0.054 -1.865 -1.842 0.370 -0.156 0.074
Cl 6.024 0.960 -2.000 0.150 -0.507 -0.152
C -4.984 -3.671 -0.305 -1.532 -1.747 0.301
H 0.295 -2.564 4.314 0.131 0.107 0.230
F 3.772 -3.462 1.470 0.711 1.700 -0.094
H -4.474 -4.605 -0.539 0.494 0.218 0.157
Cl 0.684 1.319 -5.798 -0.460 1.116 0.075
H 7.180 -0.548 -0.486 -0.559 0.225 0.122
H -4.836 -0.511 -1.813 0.222 -0.657 0.143
C 2.297 5.547 -1.130 1.813 0.536 0.949
H -2.384 -1.832 -2.027 0.078 0.222 -0.625
H 1.911 -2.336 0.097 -0.532 0.504 0.152
C 1.487 0.690 0.003 -1.490 0.051 -0.367
H -3.949 -3.386 1.570 0.001 -0.115 0.149
C 5.204 -1.355 4.049 -0.259 0.488 0.811
C -3.828 -0.115 -1.942 1.312 0.296 0.615
H -2.920 -1.472 -0.507 0.220 0.466 0.568
H 3.968 3.140 3.266 -0.138 0.551 -0.666
H 0.038 4.436 4.105 0.316 -0.302 -0.309
H 4.778 2.451 5.260 0.073 -0.035 -0.159
H -5.756 4.543 -2.387 -0.454 0.108 0.018
H -5.185 -2.248 1.216 -0.334 0.050 0.427
H 0.941 -0.746 -4.814 -0.136 -0.263 -0.160
C -2.596 -0.957 -1.411 -0.003 0.536 -0.427
C -0.702 -1.070 -6.212 0.843 0.127 -0.642
H 5.848 -2.091 7.525 0.103 0.255 -0.261
C -5.931 -4.119 2.079 0.271 -0.414 -0.283
Cl -2.209 4.620 3.789 -1.500 0.403 0.598
H 5.552 -0.627 3.316 0.665 -0.400 0.024
H -6.723 -2.338 -3.161 -0.373 0.075 -0.138
H -8.025 -1.658 -5.280 0.005 0.069 -0.577
Cl 6.061 1.340 1.315 -1.603 0.231 1.454
B 2.798 -3.987 2.308 1.115 -0.557 0.147
C 7.304 0.474 -0.843 0.617 0.555 -0.210
C -0.326 -1.670 4.387 0.945 -0.154 0.871
H -0.084 -1.119 5.296 -0.195 -0.287 0.321
Cl 2.572 4.708 0.493 -0.705 0.072 -0.698
H -0.206 -1.635 -0.052 0.533 -0.335 -0.101
O 6.949 -3.428 4.609 -0.247 2.246 0.686
C -1.787 -1.985 4.275 -0.691 0.404 0.122
H -7.262 -3.687 -4.217 -0.502 0.479 -0.175
O 1.856 -3.410 -3.143 0.477 0.237 -1.862
C -5.404 2.949 0.512 -0.159 0.413 -1.395
S 5.776 5.561 3.558 0.733 0.464 0.418
C 3.324 -0.674 0.482 0.265 0.595 -0.681
O -5.490 6.261 -0.211 -0.131 3.871 -0.645
H 3.213 1.444 1.126 -0.649 -0.316 0.692
C -2.822 2.711 -6.498 0.007 -0.658 -0.488
H 0.520 2.876 2.221 0.051 -0.366 0.490
C 3.985 5.351 3.694 0.192 0.679 -0.520
O -5.188 4.367 0.702 0.806 -1.893 2.099
C 2.687 -3.719 -4.269 -0.878 0.418 2.152
C -0.587 4.425 3.212 -0.127 -0.471 -0.938
H 3.219 6.128 -1.130 0.067 0.049 -0.492
H -5.919 2.019 -1.477 -0.365 -0.150 0.444
Cl -4.421 2.113 -7.156 0.725 0.241 0.242
C 4.079 -1.594 6.215 0.584 -0.164 1.555
H 0.930 0.353 0.878 -0.224 0.364 0.106
C 2.312 4.560 -2.263 -1.019 -0.337 0.006
H 1.240 0.805 -2.764 0.225 0.348 0.430
H -6.495 -2.025 -6.221 -0.388 -0.310 0.118
H -7.214 4.221 -1.337 -0.041 -0.227 -0.282
H 4.934 0.234 5.447 -0.449 0.320 0.025
Cl -1.235 2.991 0.805 -0.353 0.703 0.104
F 3.095 -3.780 3.687 -0.240 0.951 0.086
H -1.026 -0.690 -7.181 -0.039 0.049 0.070
H 3.836 -1.023 7.112 -0.520 -0.135 0.102
C 6.093 4.096 4.717 0.389 2.244 0.681
C 4.737 3.535 5.159 0.397 -0.678 -0.974
O -8.399 -4.538 1.249 0.409 -0.959 -0.232
C -1.231 -0.143 -1.162 -0.279 -1.227 -0.429
Cl -6.330 -0.153 -4.937 0.587 1.071 0.509
H -1.862 2.658 -4.492 0.281 0.169 -0.548
H 1.927 -0.756 -3.078 -0.418 -0.735 0.444
S 6.541 -2.100 5.109 -0.770 -0.829 -0.185
H 1.475 -0.662 -6.489 -0.439 -0.638 -0.130
Cl -3.624 4.147 -4.470 -0.828 1.626 0.928
C 3.776 3.907 4.016 -0.610 -1.122 1.004
O -3.401 -0.287 3.451 0.612 -0.774 0.153
H -1.594 -6.578 -3.896 0.474 0.226 0.240
H 6.472 4.634 5.587 0.636 -0.130 -0.115
H 3.358 -0.310 4.637 0.170 0.382 0.041
H 6.900 3.542 4.239 -0.527 -0.525 0.104
C -6.664 -2.777 -4.157 0.285 0.474 -0.294
H -2.306 -2.098 5.227 -0.014 0.088 -0.136
H -6.519 -3.489 2.746 -0.040 -0.180 -0.140
H 2.419 -4.584 -4.875 -0.545 -0.676 -0.034
H -6.788 -4.634 -1.380 0.320 0.345 -0.292
H -0.384 5.302 2.598 0.327 -0.273 -0.120
Cl -2.044 -0.824 -5.080 0.057 0.371 0.305
H 4.419 3.874 6.145 0.149 0.536 -0.162
H 7.382 2.534 -0.213 -0.160 -0.069 0.136
F 1.549 -3.557 1.942 -1.669 1.654 0.165
H 8.278 1.371 0.788 0.056 0.185 0.077
Cl -5.034 -3.388 -4.299 1.349 -0.319 0.012
H 3.612 5.915 4.549 0.290 0.335 -0.044
H 3.534 5.739 2.781 0.033 -0.174 0.024
H 4.696 -2.184 3.557 -0.087 -0.050 0.116
C -0.062 -1.151 -1.018 -0.298 1.304 0.181
H -1.812 -3.483 -4.080 -0.342 -0.139 -0.117
H 3.702 -3.930 -3.930 0.567 -0.088 0.020
H -1.313 0.474 -0.267 -0.073 -0.018 -0.044
H -0.396 -4.376 -4.535 0.063 -0.445 0.630
C -2.835 2.705 -4.982 0.263 -0.895 -0.033
S -7.048 -4.976 0.932 0.418 2.159 -0.460
O 6.215 5.210 2.195 -0.578 0.511 1.754
```
Positions in Å, forces in eV/Å.

Calculated values
HOMO level in eV: -4.035
Largest force on an atom in eV/A: 3.93
Total charge: -1

Atom charges from the Löwdin analysis, given in e for atoms 1 to 6: H 0.040; H 0.106; O -0.321; C -0.080; H 0.036; C -0.723

---

2.
Here is a structure of composition C26H27N3OSTl at a distorted geometry from OMol25. Energies are from ωB97M-V/def2-TZVPD.

Geometry as XYZ:
```
59
Properties=species:S:1:pos:R:3:forces:R:3
H 5.606 7.336 -0.677 1.353 -0.142 1.023
C 1.052 -4.274 2.318 -1.209 2.327 -0.433
H -2.707 -2.659 -3.385 0.126 0.036 -0.128
H 1.563 -5.081 2.727 0.610 -1.302 0.958
H -1.600 -2.150 2.685 0.395 0.081 0.043
H 2.485 -3.944 -1.454 1.632 -1.455 0.465
H -2.065 0.561 2.110 -1.192 -0.476 -0.562
C 1.077 5.006 0.382 -0.175 0.583 -0.788
C -0.089 -3.690 2.904 1.250 0.032 -1.233
C -2.481 -3.821 -0.869 -2.221 1.030 -0.511
H -3.494 -4.340 -0.722 1.390 0.466 -0.254
C -4.181 0.381 1.442 1.176 -0.749 -0.142
H -4.264 -2.987 -2.747 -0.006 0.808 0.255
H 1.999 -0.623 -0.301 -0.177 0.619 -0.313
C 3.673 6.521 -0.691 -0.293 0.849 -1.368
C 2.288 -1.395 -1.002 0.127 0.061 0.113
N -2.733 -2.413 -1.340 1.125 -0.157 0.596
H 1.806 -3.266 -2.861 -0.056 0.678 0.574
H 2.705 1.776 1.616 -0.082 -1.070 0.253
C 2.291 5.061 1.042 -0.176 -1.841 -0.252
C -0.161 -2.121 1.112 -0.425 0.151 -1.474
C -4.483 -1.139 -0.357 -2.756 -0.625 -0.729
O 3.116 5.871 -1.531 0.019 -0.584 0.336
H 2.371 -1.052 -2.057 0.298 0.048 0.843
Tl -0.758 -0.581 -2.145 0.303 -0.314 -0.067
H 3.780 3.840 2.029 -0.185 -0.078 -0.143
C 0.876 -2.775 0.414 0.208 0.761 0.174
C 1.559 -3.735 1.140 -0.969 -0.636 -0.575
H -5.211 -1.612 -1.048 0.873 0.179 0.364
H 0.700 5.908 -0.107 -0.073 -0.212 0.498
H -3.614 -1.240 -2.876 -0.285 -0.540 0.252
H -0.607 3.762 -0.258 0.477 0.371 -0.161
C 0.966 2.605 0.515 0.677 -0.888 2.289
N -0.877 -1.027 0.513 0.742 1.294 -0.887
H -0.434 -4.096 3.814 -0.628 -0.269 0.823
H 0.790 -4.283 -1.948 0.493 0.428 0.801
C -0.261 0.231 0.548 0.375 0.557 0.019
C 4.662 7.596 -1.054 -0.942 0.928 0.144
C -2.307 -0.939 0.560 -0.576 2.571 1.985
C 1.599 -3.530 -1.806 -1.464 -0.541 -1.594
S 3.258 6.516 1.045 0.216 0.065 0.430
C -3.179 -1.506 -0.331 1.150 -1.428 -1.374
C 2.830 3.823 1.496 -0.086 1.167 0.146
C -3.402 -2.293 -2.625 0.123 -1.056 -0.565
C -2.831 0.058 1.457 0.901 -0.718 -0.387
H -1.971 -3.787 0.081 0.291 -0.100 0.121
H 2.360 -4.221 0.644 0.814 -0.424 -0.137
H 4.839 7.683 -2.127 -0.671 0.011 0.012
H -1.908 -4.293 -1.648 0.236 -0.509 -0.038
N 1.261 -2.424 -0.955 -1.553 0.881 0.752
H 3.241 -1.735 -0.576 0.212 -0.263 -0.552
H -6.050 -0.077 0.575 -1.167 0.268 -0.264
H -4.505 1.067 2.186 -0.612 0.532 0.252
C -0.680 -2.579 2.289 0.217 -1.330 1.150
C 2.177 2.633 1.287 -0.390 0.959 -1.286
C 0.407 3.802 0.153 -0.701 0.104 -0.199
H 4.301 8.556 -0.595 0.577 -0.748 -0.514
C -5.016 -0.255 0.516 0.926 1.070 1.633
C 0.235 1.349 0.493 -0.239 -1.455 -0.378
```
Positions in Å, forces in eV/Å.

Calculated values
HOMO level in eV: -10.828
Largest force on an atom in eV/A: 3.30
Total charge: +1

Atom charges from the natural (NBO) analysis, given in e for atoms 1 to 6: H 0.240; C -0.182; H 0.203; H 0.226; H 0.232; H 0.185

---

no.,E (hartree),Kohn-Sham gap (eV),lowest unoccupied orbital energy (eV)
1,-10672.8315,5.4,1.4
2,-1816.8090,7.9,-2.9